# C64H160F12N8O8P2

A cluster of 10 separate species, C64H160F12N8O8P2 in total (ωB97M-V/def2-TZVPD, the Open Molecules 2025 dataset).

XYZ file:
```
254
Properties=species:S:1:pos:R:3
C 3.363 1.434 7.298
C 2.961 2.382 6.139
N 1.990 1.762 5.100
C 1.801 2.804 4.018
C 2.691 0.525 4.489
C 1.856 -0.125 3.404
C 0.595 1.374 5.665
C 0.097 2.344 6.739
O 0.077 3.702 6.274
C -0.412 4.546 7.326
H 4.176 0.875 6.834
H 2.510 0.828 7.597
H 3.771 1.944 8.167
H 3.797 2.807 5.586
H 2.420 3.272 6.463
H 1.160 2.309 3.287
H 2.698 2.904 3.407
H 1.332 3.671 4.471
H 2.842 -0.095 5.374
H 3.722 0.698 4.178
H 0.842 -0.397 3.674
H 2.378 -1.035 3.105
H 1.776 0.498 2.512
H 0.754 0.454 6.227
H -0.076 1.159 4.839
H 0.749 2.258 7.613
H -0.864 2.001 7.129
H 0.332 4.623 8.121
H -1.423 4.288 7.639
H -0.432 5.546 6.892
C 5.116 -4.899 4.352
C 3.878 -4.134 4.994
N 2.762 -5.004 5.547
C 3.371 -5.794 6.714
C 1.601 -4.171 6.092
C 0.746 -4.835 7.201
C 2.334 -6.041 4.503
C 1.488 -5.535 3.335
O 1.913 -4.274 2.898
C 0.927 -3.460 2.270
H 5.679 -5.457 5.096
H 5.862 -4.135 4.095
H 5.115 -5.303 3.340
H 3.393 -3.404 4.351
H 4.146 -3.556 5.879
H 4.124 -6.488 6.334
H 2.605 -6.507 7.005
H 3.903 -5.241 7.482
H 0.997 -3.865 5.238
H 1.922 -3.193 6.454
H 1.350 -5.126 8.057
H 0.271 -5.731 6.791
H -0.112 -4.310 7.619
H 1.637 -6.658 5.073
H 3.246 -6.598 4.310
H 0.438 -5.574 3.634
H 1.669 -6.240 2.515
H 0.145 -4.015 1.738
H 1.435 -3.024 1.408
H 0.469 -2.787 2.990
C 3.619 2.998 -0.645
C 3.460 4.404 -1.220
N 4.504 5.435 -0.636
C 4.370 5.459 0.850
C 5.916 4.949 -1.014
C 7.119 5.820 -0.646
C 4.247 6.837 -1.215
C 4.123 6.949 -2.730
O 2.779 6.560 -2.989
C 2.496 6.266 -4.356
H 2.733 2.710 -0.073
H 4.428 2.762 0.045
H 3.632 2.197 -1.386
H 2.503 4.885 -1.033
H 3.631 4.503 -2.289
H 4.683 6.418 1.260
H 4.938 4.700 1.385
H 3.320 5.292 1.090
H 5.948 4.709 -2.077
H 6.054 3.975 -0.544
H 6.948 6.855 -0.938
H 8.020 5.377 -1.064
H 7.271 5.861 0.434
H 5.049 7.490 -0.876
H 3.299 7.163 -0.793
H 4.804 6.396 -3.382
H 4.165 8.012 -2.982
H 3.131 5.407 -4.590
H 2.501 7.137 -5.011
H 1.476 5.878 -4.380
C -4.564 1.655 4.475
C -3.869 1.823 3.110
N -3.214 3.195 2.847
C -1.880 3.287 3.533
C -3.063 3.326 1.283
C -2.214 4.553 0.820
C -4.034 4.445 3.262
C -5.322 4.721 2.458
O -6.097 3.563 2.205
C -7.023 3.857 1.202
H -4.846 0.621 4.664
H -5.513 2.190 4.448
H -3.864 2.010 5.230
H -4.510 1.506 2.290
H -3.000 1.167 3.014
H -1.387 4.215 3.256
H -1.276 2.451 3.196
H -2.120 3.214 4.591
H -4.070 3.388 0.881
H -2.616 2.388 0.963
H -2.200 4.567 -0.270
H -1.176 4.399 1.112
H -2.641 5.483 1.187
H -3.273 5.220 3.281
H -4.313 4.207 4.289
H -5.046 5.221 1.527
H -5.828 5.440 3.107
H -7.659 3.001 0.977
H -6.526 4.109 0.255
H -7.710 4.690 1.375
C -1.102 -8.507 1.140
C -0.674 -7.278 0.305
N -1.681 -6.862 -0.788
C -1.271 -5.515 -1.420
C -1.876 -8.002 -1.861
C -2.703 -7.528 -3.058
C -3.098 -6.790 -0.190
C -3.376 -5.651 0.772
O -3.333 -4.377 0.112
C -3.832 -3.361 0.986
H -1.567 -9.288 0.548
H -1.706 -8.136 1.968
H -0.178 -8.839 1.614
H 0.259 -7.547 -0.194
H -0.498 -6.326 0.803
H -0.909 -4.896 -0.604
H -2.129 -5.099 -1.932
H -0.468 -5.783 -2.107
H -2.372 -8.814 -1.337
H -0.856 -8.329 -2.061
H -3.583 -8.169 -3.126
H -2.201 -7.724 -4.005
H -3.079 -6.510 -3.007
H -3.155 -7.734 0.344
H -3.832 -6.729 -0.988
H -2.716 -5.649 1.647
H -4.356 -5.793 1.237
H -3.852 -2.494 0.321
H -3.310 -2.969 1.862
H -4.888 -3.491 1.233
C 5.037 -2.471 -0.570
C 4.450 -1.582 -1.599
N 3.262 -2.212 -2.382
C 2.172 -2.597 -1.356
C 2.780 -1.211 -3.419
C 1.678 -1.678 -4.420
C 3.668 -3.505 -3.136
C 4.765 -3.369 -4.192
O 5.928 -2.757 -3.619
C 6.862 -2.303 -4.599
H 5.548 -3.234 -1.160
H 4.341 -2.937 0.123
H 5.782 -1.911 -0.008
H 5.097 -1.037 -2.281
H 3.884 -0.725 -1.208
H 2.521 -3.449 -0.786
H 1.429 -2.852 -2.110
H 1.923 -1.662 -0.860
H 3.676 -0.855 -3.926
H 2.441 -0.365 -2.821
H 1.929 -2.362 -5.227
H 1.282 -0.761 -4.856
H 0.858 -2.099 -3.837
H 2.752 -3.952 -3.519
H 3.928 -4.125 -2.278
H 4.456 -2.885 -5.122
H 5.139 -4.351 -4.493
H 7.639 -3.061 -4.722
H 7.513 -1.604 -4.064
H 6.481 -1.816 -5.494
C -4.974 0.193 -5.684
C -4.990 -0.602 -4.364
N -4.466 0.266 -3.128
C -3.069 0.626 -3.524
C -5.270 1.549 -2.892
C -4.962 2.145 -1.528
C -4.374 -0.701 -1.905
C -5.698 -0.988 -1.221
O -6.803 -0.929 -2.082
C -8.089 -1.094 -1.470
H -5.597 1.085 -5.680
H -5.281 -0.354 -6.577
H -3.928 0.370 -5.944
H -4.354 -1.475 -4.256
H -6.042 -0.826 -4.209
H -2.548 -0.296 -3.778
H -2.631 1.255 -2.752
H -3.050 1.203 -4.447
H -6.310 1.256 -3.011
H -5.043 2.317 -3.631
H -5.444 3.116 -1.402
H -3.927 2.248 -1.199
H -5.417 1.604 -0.693
H -3.668 -0.299 -1.182
H -3.969 -1.603 -2.360
H -5.682 -0.488 -0.248
H -5.681 -2.047 -0.933
H -8.263 -2.144 -1.224
H -8.821 -0.762 -2.202
H -8.350 -0.564 -0.551
C -1.363 0.805 -8.290
C -1.312 1.851 -7.167
N -0.293 2.988 -7.368
C 1.130 2.444 -7.335
C -0.456 3.773 -8.641
C -1.600 4.791 -8.741
C -0.491 3.949 -6.182
C -0.254 3.423 -4.756
O 1.027 2.891 -4.548
C 1.225 2.359 -3.238
H -2.289 0.239 -8.346
H -0.558 0.075 -8.205
H -1.212 1.427 -9.171
H -1.091 1.458 -6.176
H -2.285 2.335 -7.070
H 1.238 1.953 -8.301
H 1.258 1.652 -6.602
H 1.770 3.283 -7.082
H -0.348 3.126 -9.511
H 0.476 4.336 -8.747
H -1.460 5.667 -8.109
H -2.516 4.288 -8.427
H -1.656 5.178 -9.756
H -1.518 4.302 -6.245
H 0.236 4.744 -6.349
H -1.009 2.664 -4.518
H -0.480 4.229 -4.050
H 0.364 1.784 -2.892
H 1.395 3.121 -2.470
H 2.163 1.811 -3.179
P -0.468 0.424 0.178
F -0.536 1.365 1.452
F -1.134 1.623 -0.792
F 1.058 0.890 -0.167
F -0.322 -0.452 -1.222
F 0.023 -0.898 0.946
F -1.966 -0.158 0.247
P -1.570 -1.579 4.994
F -3.146 -1.538 4.590
F -1.233 -0.717 3.683
F -1.822 -0.224 5.845
F -0.007 -1.739 5.444
F -1.902 -2.459 6.349
F -1.472 -2.934 4.080
```

Results
net charge	+6
frontier orbital gap	0.35876	hartree
calculated total energy	-148397.52350	eV
HOMO level	-0.732	hartree
relative energy (zero: lowest compared OMol25 entry of this formula, charge and spin)	0.000	eV